1.
Density functional theory data (wB97M-V/def2-TZVPD) for 7 unconnected molecules or ions with the total composition C59H76N2O4P3Si at a distorted geometry.

Computed properties:
Charge: +1
Gap between HOMO and LUMO, eV: 5.70
Highest occupied orbital energy, eV: -9.97
LUMO, Eh: -0.15716

Each line ends with the Löwdin charge.
CARTESIAN COORDINATES (ANGSTROEM)
1 C 3.993 5.880 2.710  -0.26
2 P 2.831 5.005 1.628  0.98
3 C 1.486 6.088 1.060  -0.25
4 N 3.748 4.371 0.171  -0.14
5 C 4.226 5.148 -0.850  -0.22
6 P 4.017 6.983 -0.939  0.49
7 N 4.299 7.692 0.387  -0.12
8 O 2.607 7.217 -1.665  -0.13
9 O 5.075 7.383 -2.056  -0.12
10 C 4.918 4.550 -1.876  -0.02
11 C 5.090 3.186 -1.894  0.04
12 C 4.571 2.371 -0.897  -0.17
13 C 4.768 0.880 -1.112  -0.14
14 C 5.270 -0.034 0.023  -0.21
15 C 4.453 -1.335 0.140  -0.19
16 C 2.937 -1.170 0.179  -0.26
17 C 2.155 -2.425 -0.254  -0.20
18 C 0.720 -2.320 0.261  -0.21
19 C 0.065 -1.064 -0.344  -0.28
20 C -1.452 -1.147 -0.549  -0.23
21 Si -2.171 0.572 -0.851  0.58
22 C -3.779 0.529 -1.810  -0.17
23 C -2.494 1.388 0.804  -0.16
24 C -0.937 1.618 -1.833  -0.25
25 C 0.152 2.174 -1.153  -0.11
26 C 1.122 2.915 -1.803  -0.10
27 C 1.017 3.118 -3.177  -0.09
28 C -0.065 2.595 -3.856  -0.08
29 C -1.042 1.859 -3.204  -0.08
30 C 3.905 2.998 0.162  -0.24
31 P 3.259 1.831 1.521  0.92
32 O 4.049 2.552 2.758  -0.28
33 O 1.677 2.171 1.677  -0.31
34 H 4.176 5.252 3.576  0.03
35 H 4.909 6.187 2.217  0.03
36 H 3.497 6.798 3.028  0.05
37 H 1.738 7.111 0.796  0.02
38 H 1.014 5.611 0.198  0.01
39 H 0.745 6.051 1.858  0.06
40 H 3.537 8.276 0.707  0.02
41 H 2.052 6.429 -1.734  0.06
42 H 4.723 7.302 -2.953  0.10
43 H 5.328 5.164 -2.661  0.12
44 H 5.636 2.744 -2.717  0.14
45 H 5.488 0.818 -1.927  0.11
46 H 3.831 0.499 -1.519  0.12
47 H 5.352 0.483 0.976  0.07
48 H 6.292 -0.335 -0.217  0.11
49 H 4.759 -1.815 1.073  0.12
50 H 4.725 -2.032 -0.657  0.12
51 H 2.610 -0.367 -0.483  0.07
52 H 2.583 -0.900 1.175  0.08
53 H 2.113 -2.436 -1.347  0.12
54 H 2.681 -3.317 0.093  0.10
55 H 0.139 -3.196 -0.031  0.11
56 H 0.745 -2.247 1.350  0.11
57 H 0.267 -0.216 0.319  0.08
58 H 0.539 -0.854 -1.306  0.11
59 H -1.702 -1.781 -1.401  0.08
60 H -1.905 -1.546 0.363  0.09
61 H -4.138 1.548 -1.966  0.03
62 H -3.627 0.066 -2.786  0.03
63 H -4.543 -0.023 -1.263  0.04
64 H -1.564 1.535 1.361  0.02
65 H -3.132 0.762 1.429  0.03
66 H -2.952 2.370 0.674  0.03
67 H 0.249 2.024 -0.086  0.06
68 H 1.958 3.308 -1.235  0.06
69 H 1.779 3.682 -3.701  0.10
70 H -0.150 2.776 -4.919  0.11
71 H -1.885 1.463 -3.755  0.10
72 H 3.948 2.043 3.573  0.08
73 H 1.532 2.821 2.382  0.03
74 C -6.798 2.356 5.194  -0.09
75 C -5.972 3.413 5.547  -0.09
76 C -4.933 3.792 4.708  -0.10
77 C -4.725 3.118 3.513  -0.10
78 C -5.554 2.062 3.159  -0.10
79 C -6.588 1.679 4.001  -0.09
80 H -7.607 2.059 5.849  0.10
81 H -6.137 3.943 6.476  0.10
82 H -4.286 4.615 4.986  0.10
83 H -3.917 3.415 2.856  0.09
84 H -5.394 1.537 2.226  0.09
85 H -7.232 0.853 3.727  0.10
86 C 0.590 -7.609 1.227  -0.10
87 C 1.408 -6.489 1.267  -0.09
88 C 1.128 -5.459 2.154  -0.11
89 C 0.035 -5.549 3.004  -0.09
90 C -0.782 -6.670 2.965  -0.09
91 C -0.506 -7.699 2.075  -0.10
92 H 0.806 -8.413 0.534  0.10
93 H 2.264 -6.421 0.607  0.10
94 H 1.764 -4.582 2.181  0.09
95 H -0.181 -4.746 3.697  0.10
96 H -1.634 -6.743 3.629  0.10
97 H -1.145 -8.572 2.041  0.10
98 C 1.557 -11.006 2.214  -0.10
99 C 2.810 -11.140 1.631  -0.10
100 C 3.331 -12.403 1.384  -0.10
101 C 2.595 -13.533 1.712  -0.09
102 C 1.341 -13.400 2.292  -0.10
103 C 0.823 -12.137 2.547  -0.10
104 H 1.154 -10.022 2.411  0.08
105 H 3.382 -10.257 1.370  0.10
106 H 4.311 -12.507 0.937  0.10
107 H 2.997 -14.518 1.518  0.11
108 H 0.767 -14.281 2.546  0.11
109 H -0.153 -12.035 3.003  0.10
110 C 0.088 -13.739 -3.448  -0.10
111 C -0.951 -13.468 -2.568  -0.10
112 C -0.684 -12.877 -1.340  -0.09
113 C 0.619 -12.548 -0.993  -0.09
114 C 1.656 -12.817 -1.876  -0.09
115 C 1.392 -13.414 -3.101  -0.10
116 H -0.119 -14.203 -4.404  0.10
117 H -1.968 -13.720 -2.839  0.10
118 H -1.494 -12.671 -0.652  0.10
119 H 0.826 -12.086 -0.040  0.06
120 H 2.673 -12.560 -1.605  0.09
121 H 2.203 -13.627 -3.786  0.10
122 C -3.141 5.461 -2.648  -0.07
123 C -3.291 6.790 -3.021  -0.08
124 C -2.254 7.689 -2.818  -0.09
125 C -1.066 7.257 -2.247  -0.09
126 C -0.919 5.927 -1.877  -0.10
127 C -1.955 5.024 -2.073  -0.07
128 H -3.953 4.762 -2.806  0.10
129 H -4.217 7.126 -3.469  0.11
130 H -2.374 8.727 -3.103  0.11
131 H -0.255 7.959 -2.089  0.10
132 H 0.006 5.584 -1.430  0.05
133 H -1.844 3.983 -1.801  0.08
134 C -7.066 9.031 -1.615  -0.09
135 C -7.214 10.360 -1.990  -0.09
136 C -6.177 11.258 -1.788  -0.09
137 C -4.986 10.827 -1.218  -0.10
138 C -4.837 9.499 -0.846  -0.11
139 C -5.878 8.601 -1.042  -0.11
140 H -7.877 8.332 -1.770  0.10
141 H -8.140 10.695 -2.439  0.10
142 H -6.295 12.295 -2.075  0.10
143 H -4.176 11.528 -1.063  0.10
144 H -3.908 9.161 -0.403  0.10
145 H -5.762 7.565 -0.747  0.10

2.
Density functional theory data (wB97M-V/def2-TZVPD) for a molecular structure, C5F15O15S5Zn at a distorted geometry.

Computed properties:
ΔE to the lowest compared entry with this formula, charge and spin, kJ/mol: 0.0
Charge: -3
Gap between HOMO and LUMO, eV: 9.17
Highest occupied orbital energy, eV: -2.48
LUMO, Eh: 0.24588

Each line ends with the natural charge from an NBO analysis.
CARTESIAN COORDINATES (ANGSTROEM)
1 Zn -0.120 -0.042 -0.202  1.78
2 C -1.906 -2.683 2.606  0.68
3 F -0.950 -2.142 3.375  -0.32
4 F -1.367 -3.649 1.859  -0.31
5 F -2.826 -3.257 3.428  -0.35
6 S -2.729 -1.400 1.586  2.39
7 O -3.162 -0.427 2.554  -0.97
8 O -1.622 -0.950 0.750  -1.10
9 O -3.755 -2.145 0.915  -0.97
10 C -1.392 0.846 -4.276  0.67
11 F -0.919 -0.359 -4.629  -0.32
12 F -0.372 1.701 -4.288  -0.32
13 F -2.248 1.222 -5.250  -0.35
14 S -2.237 0.777 -2.651  2.40
15 O -3.152 -0.314 -2.800  -0.97
16 O -1.101 0.503 -1.805  -1.09
17 O -2.792 2.093 -2.505  -0.97
18 C -0.958 4.412 0.551  0.67
19 F -1.174 4.384 1.873  -0.33
20 F -2.093 4.067 -0.049  -0.31
21 F -0.692 5.697 0.219  -0.35
22 S 0.421 3.324 0.024  2.38
23 O 1.500 3.759 0.864  -0.97
24 O -0.127 2.006 0.324  -1.07
25 O 0.535 3.632 -1.378  -0.97
26 C 3.048 -2.600 -1.922  0.68
27 F 3.369 -1.802 -2.965  -0.34
28 F 3.583 -3.823 -2.164  -0.35
29 F 3.632 -2.102 -0.818  -0.32
30 S 1.217 -2.738 -1.728  2.40
31 O 0.769 -2.972 -3.067  -0.97
32 O 1.057 -3.810 -0.808  -0.96
33 O 0.905 -1.405 -1.218  -1.10
34 C 1.980 0.402 3.672  0.67
35 F 0.976 -0.270 4.267  -0.33
36 F 1.604 1.666 3.506  -0.31
37 F 3.042 0.391 4.532  -0.35
38 S 2.465 -0.398 2.106  2.39
39 O 1.236 -0.266 1.333  -1.08
40 O 3.575 0.406 1.663  -0.97
41 O 2.780 -1.735 2.514  -0.98

3.
Density functional theory data (wB97M-V/def2-TZVPD) for a molecular structure, C5F7IrNO5S6.

Computed properties:
ΔE to the lowest compared entry with this formula, charge and spin, kJ/mol: 0.0
Multiplicity: 2
Gap between HOMO and LUMO (spin up / spin down), eV: 6.75 / 6.53
⟨S²⟩: 0.76
Highest occupied orbital energy (spin up / spin down), eV: -8.76 / -9.65
LUMO (spin up / spin down), Eh: -0.07405 / -0.11470

Each line ends with the Löwdin spin population.
CARTESIAN COORDINATES (ANGSTROEM)
1 Ir -0.280 1.598 -0.876  0.08
2 O -6.277 -1.313 -0.014  0.04
3 C -5.228 -0.781 -0.184  0.01
4 S -3.826 -1.599 -0.940  0.03
5 C -2.762 -0.237 -0.849  0.16
6 C -3.244 0.925 -0.262  0.14
7 S -2.307 2.323 -0.167  0.27
8 S -4.880 0.899 0.315  0.02
9 S -1.211 -0.309 -1.525  0.23
10 F 1.723 -1.776 -1.699  0.00
11 C 2.904 -1.162 -1.738  0.00
12 F 3.824 -1.942 -1.194  0.00
13 F 3.223 -0.898 -2.995  0.00
14 S 2.796 0.418 -0.793  0.00
15 O 1.700 1.123 -1.487  0.00
16 O 4.074 1.022 -0.873  0.00
17 N 2.435 -0.011 0.660  0.00
18 S 1.047 -0.291 1.310  0.00
19 O 0.069 0.792 1.051  0.01
20 O 0.558 -1.622 1.203  0.01
21 C 1.457 0.019 3.079  0.00
22 F 1.914 1.252 3.237  0.00
23 F 2.370 -0.853 3.475  0.00
24 F 0.349 -0.139 3.791  0.00
25 F -0.427 2.561 -2.526  0.00

4.
Density functional theory data (wB97M-V/def2-TZVPD) for 2 unconnected molecules or ions with the total composition C5H10 at a distorted geometry.

Computed properties:
ΔE to the lowest compared entry with this formula, charge and spin, kJ/mol: 309.0
SMILES string: C=CC.C=C
Gap between HOMO and LUMO, eV: 9.96
Highest occupied orbital energy, eV: -8.80
LUMO, Eh: 0.04251

Each line ends with the natural charge from an NBO analysis.
CARTESIAN COORDINATES (ANGSTROEM)
1 C -0.078 2.276 -0.588  -0.38
2 C 1.059 2.232 0.099  -0.39
3 H -1.049 2.474 -0.147  0.19
4 H -0.134 2.080 -1.656  0.19
5 H 0.995 2.002 1.157  0.19
6 H 1.998 2.549 -0.331  0.20
7 C -1.290 -1.115 -0.244  -0.65
8 C -0.279 -1.862 0.563  -0.16
9 C 1.031 -1.914 0.336  -0.42
10 H -2.227 -1.690 -0.278  0.21
11 H -0.870 -0.701 -1.154  0.22
12 H -1.721 -0.307 0.361  0.23
13 H -0.670 -2.207 1.520  0.18
14 H 1.837 -1.812 1.049  0.20
15 H 1.398 -2.005 -0.686  0.18

5.
Density functional theory data (wB97M-V/def2-TZVPD) for 2 unconnected molecules or ions with the total composition C5H10 at a distorted geometry.

Computed properties:
ΔE to the lowest compared entry with this formula, charge and spin, kJ/mol: 231.1
SMILES string: C=CC.C=C
Gap between HOMO and LUMO, eV: 10.72
Highest occupied orbital energy, eV: -9.55
LUMO, Eh: 0.04309

Each line ends with the natural charge from an NBO analysis.
CARTESIAN COORDINATES (ANGSTROEM)
1 C 2.025 0.144 -0.117  -0.40
2 C 2.439 -1.106 -0.048  -0.38
3 H 1.475 0.540 0.732  0.18
4 H 2.424 0.941 -0.741  0.21
5 H 2.550 -1.641 0.896  0.20
6 H 3.046 -1.590 -0.813  0.19
7 C -1.465 0.778 1.020  -0.65
8 C -1.149 0.386 -0.418  -0.16
9 C -1.991 -0.347 -1.123  -0.41
10 H -1.779 1.822 1.096  0.22
11 H -2.262 0.150 1.415  0.21
12 H -0.582 0.635 1.655  0.21
13 H -0.213 0.780 -0.780  0.20
14 H -1.675 -0.656 -2.116  0.20
15 H -2.842 -0.835 -0.658  0.19

6.
Density functional theory data (wB97M-V/def2-TZVPD) for a molecular structure, C5H10 at a distorted geometry.

Computed properties:
ΔE to the lowest compared entry with this formula, charge and spin, kJ/mol: 286.9
Gap between HOMO and LUMO, eV: 10.11
Highest occupied orbital energy, eV: -9.06
LUMO, Eh: 0.03867

Each line ends with the natural charge from an NBO analysis.
CARTESIAN COORDINATES (ANGSTROEM)
1 C -1.918 0.379 -0.553  -0.45
2 C -0.894 -0.230 0.051  0.04
3 C -0.849 -0.790 1.446  -0.69
4 C 1.943 -0.364 -0.385  -0.65
5 C 0.779 0.515 -0.605  -0.37
6 H -1.586 1.107 -1.302  0.19
7 H -3.051 0.234 -0.359  0.21
8 H -1.125 0.004 2.211  0.23
9 H -1.355 -1.752 1.616  0.23
10 H 0.167 -1.039 1.661  0.21
11 H 1.714 -1.347 -0.839  0.22
12 H 2.694 0.040 -1.150  0.22
13 H 2.415 -0.505 0.557  0.22
14 H 0.437 0.582 -1.705  0.21
15 H 0.649 1.451 -0.152  0.20

7.
Density functional theory data (wB97M-V/def2-TZVPD) for a single C5H10 molecule.

Computed properties:
ΔE to the lowest compared entry with this formula, charge and spin, kJ/mol: 109.9
SMILES string: CCC1CC1
Gap between HOMO and LUMO, eV: 11.40
Highest occupied orbital energy, eV: -10.08
LUMO, Eh: 0.04818

Each line ends with the natural charge from an NBO analysis.
CARTESIAN COORDINATES (ANGSTROEM)
1 C -0.868 0.110 -1.491  -0.62
2 C -1.037 0.640 -0.053  -0.40
3 C 0.151 0.399 0.886  -0.22
4 C 1.492 -0.037 0.359  -0.42
5 C 0.631 -1.007 1.118  -0.43
6 H -1.541 -0.721 -1.718  0.21
7 H -1.034 0.889 -2.240  0.21
8 H 0.143 -0.252 -1.670  0.20
9 H -1.243 1.717 -0.085  0.21
10 H -1.921 0.177 0.407  0.20
11 H 0.165 1.063 1.751  0.21
12 H 2.416 0.334 0.792  0.22
13 H 1.570 -0.201 -0.708  0.20
14 H 0.134 -1.784 0.541  0.21
15 H 0.941 -1.326 2.110  0.22

8.
Density functional theory data (wB97M-V/def2-TZVPD) for a single C5H10 molecule at a distorted geometry.

Computed properties:
ΔE to the lowest compared entry with this formula, charge and spin, kJ/mol: 239.4
Multiplicity: 3
Gap between HOMO and LUMO (spin up / spin down), eV: 3.43 / 7.13
⟨S²⟩: 2.00
Highest occupied orbital energy (spin up / spin down), eV: -2.45 / -12.58
LUMO (spin up / spin down), Eh: 0.03595 / -0.20020

Each line ends with the Löwdin spin population.
CARTESIAN COORDINATES (ANGSTROEM)
1 C 0.852 0.828 -0.644  0.31
2 C 1.155 -0.538 -0.174  0.64
3 C -0.154 0.031 0.003  0.23
4 C -0.387 0.385 1.446  0.18
5 C -1.232 -0.609 -0.821  0.12
6 H 1.408 1.527 -0.054  0.10
7 H 0.886 1.054 -1.679  0.05
8 H 1.346 -1.385 -0.789  0.07
9 H 1.791 -0.606 0.662  0.10
10 H -0.226 -0.349 2.199  0.03
11 H -1.375 0.757 1.654  0.04
12 H 0.320 1.240 1.605  0.05
13 H -1.347 -0.005 -1.765  0.03
14 H -2.183 -0.791 -0.476  0.02
15 H -0.854 -1.538 -1.168  0.04

9.
Density functional theory data (wB97M-V/def2-TZVPD) for a molecular structure, C5H10BN at a distorted geometry.

Computed properties:
ΔE to the lowest compared entry with this formula, charge and spin, kJ/mol: 497.9
Gap between HOMO and LUMO, eV: 9.98
Highest occupied orbital energy, eV: -9.81
LUMO, Eh: 0.00647

Each line ends with the natural charge from an NBO analysis.
CARTESIAN COORDINATES (ANGSTROEM)
1 B 0.880 -0.120 -0.456  0.83
2 C -1.715 -0.306 -0.277  0.29
3 C -2.297 -0.040 1.012  -0.34
4 C 1.516 -0.732 0.862  -1.00
5 C 1.062 1.514 -0.606  -0.96
6 C -0.134 -0.841 -1.325  -0.68
7 N -2.960 -0.264 -0.349  -0.35
8 H -2.383 -0.953 1.594  0.17
9 H -2.360 0.838 1.596  0.19
10 H 1.529 -0.025 1.789  0.24
11 H 2.644 -0.947 0.700  0.25
12 H 1.228 -1.640 1.294  0.23
13 H 0.239 2.111 -0.561  0.24
14 H 1.556 1.846 -1.634  0.23
15 H 1.842 1.930 0.047  0.23
16 H -0.361 -1.912 -1.458  0.24
17 H -0.285 -0.460 -2.228  0.21

no.,E (eV)
1,-109326.882
2,-179259.515
3,-103784.059
4,-5344.064
5,-5344.871
6,-5344.292
7,-5346.127
8,-5338.152
9,-7509.207